Record 1
DFT (wB97M-V/def2-TZVPD) results for a single C5H9N molecule in a non-equilibrium geometry.

```
! RIJCOSX wB97M-V def2-TZVPD def2/J DEFGRID3
* xyz 0 1
C 0.62 -1.81 -0.97
C -0.49 -0.96 -0.38
C -0.14 0.20 0.49
C -0.44 0.36 1.78
C 0.25 2.35 -0.29
N 0.63 1.16 -0.20
H 1.09 -2.34 -0.14
H 0.24 -2.51 -1.71
H 1.38 -1.16 -1.42
H -1.29 -1.60 0.02
H -1.12 -0.52 -1.19
H -0.87 -0.33 2.49
H -0.14 1.29 2.25
H 0.92 3.03 -0.83
H -0.65 2.83 0.10
*
```

HOMO	-9.01	eV
SMILES	C=NC(=C)CC
DFT total energy	-250.61350	hartree
ΔE to the lowest compared entry with this formula, charge and spin	33.5	kcal/mol
lowest unoccupied orbital energy	1.1	eV



Record 2
DFT (wB97M-V/def2-TZVPD) results for a single C6H10O molecule.

```
! RIJCOSX wB97M-V def2-TZVPD def2/J DEFGRID3
* xyz 0 1
C 0.84 -0.21 1.31
C -0.57 0.39 1.32
O -0.70 1.44 0.40
C -0.93 1.12 -0.97
C -0.82 -0.34 -1.36
C 0.21 -1.10 -0.99
C 1.31 -0.56 -0.12
H 0.85 -1.10 1.95
H 1.54 0.51 1.75
H -1.31 -0.40 1.14
H -0.78 0.82 2.31
H -1.92 1.50 -1.24
H -0.20 1.70 -1.55
H -1.61 -0.74 -1.99
H 0.24 -2.14 -1.31
H 1.69 0.37 -0.58
H 2.16 -1.25 -0.07
*
```

HOMO	-9.13	eV
SMILES	C1=CCOCCC1
DFT total energy	-309.81355	hartree
ΔE to the lowest compared entry with this formula, charge and spin	18.1	kcal/mol
lowest unoccupied orbital energy	1.1	eV



Record 3
DFT (wB97M-V/def2-TZVPD) results for 4 unconnected molecules or ions with the total composition C5H15NO3 in a non-equilibrium geometry.

```
! RIJCOSX wB97M-V def2-TZVPD def2/J DEFGRID3
* xyz 0 1
C 0.61 1.58 -2.06
C 0.49 2.18 -0.65
C 0.40 1.11 0.44
C -0.45 0.05 0.34
N -0.68 -0.62 1.56
C -0.17 -1.78 1.79
H 1.58 1.17 -2.40
H 0.32 2.32 -2.81
H -0.09 0.76 -2.20
H -0.47 2.71 -0.73
H 1.26 2.91 -0.40
H 1.04 1.15 1.32
H -1.13 0.02 -0.49
H -0.31 -2.00 2.85
H 0.40 -2.35 1.07
H -2.32 1.27 2.57
H -2.89 2.18 1.48
O -2.84 2.07 2.44
H 0.55 -4.45 -0.39
H -0.03 -3.08 -0.68
O -0.10 -3.82 -0.05
H 2.13 -0.78 -0.50
H 1.16 -1.11 -1.66
O 1.55 -1.47 -0.85
*
```

HOMO	-8.39	eV
SMILES	C=N/C=C/CC.O.O.O
DFT total energy	-479.89595	hartree
ΔE to the lowest compared entry with this formula, charge and spin	72.6	kcal/mol
lowest unoccupied orbital energy	0.5	eV